[1]
ORCA calculation (the ωB97M-V functional and the def2-TZVPD basis) on C23H39Cl2CrN6O3 as an isolated structure in a non-equilibrium geometry.

Positions of all 74 atoms, in Å:
O (-0.9074, -0.9284, -1.8587)
C (-0.0240, -1.8508, -2.2506)
C (-0.5702, -3.2849, -2.0159)
C (-1.2697, -3.6552, -0.8741)
H (-1.3868, -2.9393, -0.0538)
C (-1.8130, -4.9496, -0.7611)
H (-2.4020, -5.2189, 0.1128)
C (-1.5968, -5.8867, -1.7898)
H (-2.0109, -6.8910, -1.7241)
C (-0.8450, -5.5177, -2.9227)
H (-0.6546, -6.2221, -3.7330)
C (-0.3532, -4.2170, -3.0323)
H (0.2265, -3.8856, -3.9047)
H (0.1371, -1.8445, -3.3800)
C (2.2323, -0.5366, -2.3566)
C (1.4973, -1.6019, -1.6225)
H (3.2303, -0.8906, -2.5794)
H (2.3661, 0.3997, -1.8177)
H (1.7040, -0.2925, -3.2722)
C (2.0922, -2.6728, -1.0518)
C (3.5704, -2.9517, -0.9506)
H (1.4587, -3.4637, -0.6330)
H (3.7497, -3.8506, -1.5862)
H (3.9044, -3.2174, 0.0797)
H (4.2252, -2.1372, -1.3268)
Cr (0.6673, 0.0406, 0.4855)
Cl (-0.3405, -1.6968, 1.5844)
Cl (2.7682, -0.4157, 0.9984)
H (-5.3130, -1.4267, -0.6348)
H (-5.0297, -0.4365, 1.5969)
C (-4.2322, -1.6384, -0.6395)
C (-3.9371, -0.4944, 1.5435)
N (-3.5276, -0.6463, 0.1578)
H (-3.8484, -1.6040, -1.6677)
C (-2.6751, 0.2259, -0.4128)
O (-1.8444, 0.8988, 0.2248)
H (-3.4954, 0.4293, 1.9384)
H (-2.7748, 0.3096, -1.5152)
H (-4.0715, -2.6440, -0.2237)
H (-3.6054, -1.3545, 2.1379)
H (1.2638, 4.7630, -2.1058)
H (-0.9827, 4.3498, -3.5473)
C (1.5131, 3.7606, -2.4674)
C (-0.6005, 3.3261, -3.6914)
N (0.3011, 2.9561, -2.6088)
H (2.1851, 3.2679, -1.7570)
C (0.0716, 1.8944, -1.8287)
O (0.8911, 1.5033, -0.9501)
H (-1.4416, 2.6217, -3.7126)
H (-0.8751, 1.3553, -1.9972)
H (1.9981, 3.8578, -3.4395)
H (-0.0645, 3.2885, -4.6534)
C (0.9633, 0.6547, 3.3548)
N (0.6678, 1.4375, 2.1015)
C (1.7862, 2.3995, 1.8171)
N (2.0902, 3.2640, 2.9713)
C (2.4077, 2.4104, 4.1391)
N (1.2721, 1.5364, 4.5033)
C (0.0873, 2.3866, 4.7614)
N (-0.2835, 3.1796, 3.5699)
C (-0.5272, 2.2610, 2.4156)
C (0.8705, 4.0522, 3.2698)
H (1.8191, 0.0042, 3.1632)
H (0.0805, 0.0498, 3.6061)
H (1.4973, 3.0461, 0.9744)
H (2.6807, 1.8178, 1.5643)
H (2.6415, 3.0549, 4.9894)
H (3.2746, 1.7798, 3.8932)
H (-0.7587, 1.7528, 5.0464)
H (0.3246, 3.0911, 5.5715)
H (-0.7760, 2.8800, 1.5435)
H (-1.3640, 1.6018, 2.6761)
H (1.0589, 4.6787, 4.1537)
H (0.6265, 4.6767, 2.4050)

Atomic forces in eV per Å
-0.3 1.1 0.2
0.8 0.0 0.9
0.8 0.3 -0.4
-0.6 -0.5 0.3
0.0 -0.2 -0.6
0.5 0.2 -0.9
0.1 0.0 -0.1
0.2 0.5 -0.1
0.1 0.1 0.0
-0.2 0.2 0.3
-0.1 0.0 0.2
-0.1 -0.2 0.2
-0.3 -0.3 0.3
0.4 0.1 0.6
0.6 0.3 0.2
-1.6 -2.8 -1.8
0.3 0.0 -0.4
0.1 -0.3 0.1
-0.1 0.0 -0.3
-0.1 0.7 0.0
0.4 -0.2 0.1
0.2 0.2 -0.3
0.1 0.4 0.3
-0.3 0.3 -0.6
-0.5 -0.4 0.3
-2.6 -0.9 -2.0
-0.2 -0.2 0.8
2.6 -0.5 0.3
0.1 -0.1 0.0
0.0 0.0 -0.1
0.0 0.3 0.0
0.6 -0.2 0.0
-0.6 0.2 -0.1
0.0 -0.1 0.3
1.2 0.3 0.3
-1.2 -0.1 -0.6
-0.1 -0.4 -0.1
0.2 -0.3 0.5
0.1 0.3 -0.2
0.0 0.2 0.0
0.0 -0.1 0.0
0.1 -0.3 0.0
-0.2 -0.3 0.2
0.0 -0.1 0.2
0.3 0.3 -0.1
-0.2 0.1 -0.2
0.6 -0.9 1.3
-1.2 1.6 -1.2
0.2 0.2 0.0
0.5 0.0 0.0
0.1 0.0 0.0
-0.2 0.0 0.3
0.2 0.4 0.5
-0.3 1.4 1.5
0.3 0.1 0.6
-0.5 0.1 0.1
-0.6 -0.2 -0.4
-0.3 0.3 -0.3
0.4 0.0 -0.6
0.2 -0.1 -0.1
0.3 0.5 0.6
0.1 -0.8 0.2
-0.3 0.1 0.0
0.3 0.2 -0.3
0.0 -0.3 0.2
-0.4 0.2 0.0
0.0 0.0 0.0
-0.2 0.2 0.1
0.1 0.0 0.0
-0.1 -0.2 -0.1
-0.1 -0.3 0.2
0.2 0.1 -0.3
0.0 0.0 -0.3
0.1 0.0 0.1

Frontier orbital gap (alpha / beta), eV: 5.44 / 6.24
Net charge: -1
LUMO (alpha / beta), eV: 2.347 / 2.345
Energy, Eh: -3418.99185
2S+1: 5
Relative energy (zero: lowest compared OMol25 entry of this formula, charge and spin), kJ/mol: 0.00
HOMO energy (alpha / beta), eV: -3.09 / -3.89

[2]
ORCA calculation (the ωB97M-V functional and the def2-TZVPD basis) on a 2-piece molecular cluster, C4H4O overall in a non-equilibrium geometry.

Positions of all 9 atoms, in Å:
C (-1.2183, 0.1655, 0.9711)
C (-2.3500, -0.1855, 1.3780)
C (0.1501, 0.0624, 0.3701)
C (0.4270, 0.0335, -1.0233)
O (-0.2654, 1.1703, 0.9354)
H (1.6938, -1.1640, 1.6592)
H (0.9340, 0.9547, -1.4800)
H (-0.5283, -0.2008, -1.7013)
H (1.1570, -0.8361, -1.1093)

Atomic forces in eV per Å
2.8 0.0 -0.5
-2.4 -0.9 0.7
-1.0 -0.9 1.5
1.0 -1.5 -4.4
0.0 2.4 1.2
-0.8 0.6 -0.6
-0.7 -1.1 1.1
2.0 0.4 1.7
-0.9 1.0 -0.6

Frontier orbital gap (alpha / beta), eV: 8.35 / 8.69
LUMO (alpha / beta), eV: -1.405 / -1.560
Energy, Eh: -229.66257
Relative energy (zero: lowest compared OMol25 entry of this formula, charge and spin), kJ/mol: 959.29
HOMO energy (alpha / beta), eV: -9.75 / -10.25